# 1
2 unconnected molecules or ions with the total composition C6H12N3 at a distorted geometry, computed with wB97M-V/def2-TZVPD.

Positions of all 21 atoms, in Å:
C -2.1086 0.1706 1.1944
C 0.6965 -1.5715 -1.1054
C -0.9525 -0.2453 1.6684
C 0.0372 1.1989 -1.6510
C 0.1368 2.6524 -2.1241
C 0.9271 -1.8050 2.0715
N -0.0767 1.0098 -0.4404
N -0.0079 -1.1564 1.1419
N 0.1909 -0.9015 -0.1217
H -2.7713 0.9756 1.6737
H -2.3561 -0.1494 0.1182
H 1.1843 -2.5050 -0.9418
H 0.7358 -1.1139 -2.0767
H -0.7604 -0.0350 2.7613
H -0.0223 0.4782 -2.4725
H -0.9806 2.9442 -2.3280
H 0.7725 3.1253 -1.3729
H 0.6813 2.7830 -3.0852
H 0.8826 -1.2853 3.0037
H 0.4221 -2.6895 2.2907
H 1.8785 -2.1634 1.7825

The calculation puts the HOMO-LUMO gap (spin up / spin down) at 7.35 / 7.35 eV. The value obtained for the molecular weight is 126.18 g/mol. The calculation puts the HOMO energy (spin up / spin down) at -12.6 / -12.6 eV. Its net charge is +1. The value obtained for the LUMO energy (spin up / spin down) is -5.2 / -5.2 eV.

=====

# 2
A molecular structure, C20H28AuBF9NSSi3 at a distorted geometry, computed with wB97M-V/def2-TZVPD.

Positions of all 64 atoms, in Å:
Au -0.2693 -0.7671 0.9009
C 1.6505 3.2834 -1.5227
Si 0.5234 2.3351 -0.2982
C 1.2841 2.5796 1.4231
C -1.2418 3.0741 -0.3495
C 0.4916 0.5060 -0.9409
Si -0.7031 0.0750 -2.3704
C -0.4469 1.2976 -3.8213
C -0.4450 -1.6804 -3.0931
C -2.5435 0.0911 -1.8863
Si 2.2416 -0.2318 -1.1288
C 3.6648 0.2857 0.0149
C 2.9090 -0.0182 -2.9149
C 1.9057 -2.0883 -0.7863
C 2.8413 -3.0512 -1.1379
C 2.6520 -4.3675 -0.7566
C 1.5069 -4.6962 -0.0479
C 0.6069 -3.6873 0.2446
N 0.8073 -2.4274 -0.1184
H 1.6627 4.3385 -1.2731
H 1.3229 3.1870 -2.5503
H 2.6655 2.9117 -1.4542
H 1.2692 3.6268 1.7051
H 2.3128 2.2447 1.4475
H 0.7635 2.0340 2.1998
H -1.2350 4.0622 0.1033
H -1.9487 2.4729 0.2112
H -1.6157 3.1746 -1.3619
H 0.5809 1.3101 -4.1625
H -0.7149 2.3092 -3.5395
H -1.0694 1.0165 -4.6642
H 0.5747 -1.8727 -3.4030
H -1.0838 -1.8048 -3.9630
H -0.7190 -2.4459 -2.3762
H -2.9254 1.0878 -1.7151
H -2.7319 -0.4914 -0.9909
H -3.1249 -0.3523 -2.6892
H 3.9274 1.3290 -0.1311
H 4.5593 -0.3062 -0.1715
H 3.4048 0.1504 1.0569
H 3.0020 1.0395 -3.1338
H 2.2622 -0.4538 -3.6655
H 3.8980 -0.4521 -3.0340
H 3.7223 -2.7607 -1.6886
H 3.3842 -5.1216 -1.0066
H 1.3315 -5.7061 0.2869
H -0.3006 -3.9055 0.7893
F 2.4501 -1.5857 4.3240
B 2.0747 -0.6460 3.4179
F 0.8227 -0.1104 3.7188
F 2.9954 0.3603 3.2768
F 1.9159 -1.2738 2.1370
F -6.7745 -0.2198 4.4420
C -5.5508 -0.0373 3.9396
C -5.3756 0.7263 2.7893
F -6.4233 1.2897 2.1828
C -4.0989 0.9149 2.2803
F -3.9436 1.6627 1.1796
C -2.9716 0.3463 2.8782
S -1.3786 0.8269 2.3325
C -3.1710 -0.4309 4.0233
F -2.1362 -1.0093 4.6215
C -4.4426 -0.6149 4.5546
F -4.6027 -1.3335 5.6654

The calculation puts the HOMO-LUMO gap (spin up / spin down) at 7.96 / 6.11 eV. The spin multiplicity is 3. The value obtained for the molecular weight is 777.54 g/mol. The calculation puts the HOMO energy (spin up / spin down) at -8.2 / -9.7 eV. The value obtained for the LUMO energy (spin up / spin down) is -0.3 / -3.6 eV.

=====

# 3
2 unconnected molecules or ions with the total composition C6H7N2O2 at a distorted geometry, computed with wB97M-V/def2-TZVPD.

Positions of all 17 atoms, in Å:
C -0.6325 -1.8308 0.7999
C -0.4680 -0.6894 0.1137
C 0.7881 -0.1068 0.5060
C 0.4345 -1.8509 1.8417
C -1.2031 -0.2457 -1.0021
C 1.7137 0.8691 -0.3261
N 1.3711 -0.7761 1.5108
N -0.6747 3.3067 -0.2847
O -1.6061 3.2170 -1.0403
O 0.4935 -2.6185 2.7925
H -1.4116 -2.5748 0.7071
H -0.7415 -0.1622 -1.9399
H -1.6413 0.8622 -0.8267
H -2.0886 -0.8624 -1.2467
H 1.2651 1.8837 -0.0940
H 1.6411 0.8230 -1.4644
H 2.7601 0.7560 -0.0470

The calculation puts the HOMO-LUMO gap (spin up / spin down) at 5.75 / 3.92 eV. The value obtained for the molecular weight is 139.13 g/mol. The calculation puts the HOMO energy (spin up / spin down) at -3.9 / -1.6 eV. Its net charge is -1. The value obtained for the LUMO energy (spin up / spin down) is 1.8 / 2.3 eV.

=====

# 4
A molecular structure, C4H3NOS at a distorted geometry, computed with wB97M-V/def2-TZVPD.

Positions of all 10 atoms, in Å:
C 0.1914 -0.9205 -1.0564
C -0.8504 -0.2233 -0.5216
C 1.3609 -0.5851 -0.2787
C -0.2752 0.5113 0.5573
N 1.0757 0.2542 0.6724
O -1.7397 2.1490 1.9768
S -0.4070 1.5839 1.7951
H 0.1695 -1.5956 -1.8911
H -1.8790 -0.2096 -0.8192
H 2.3538 -0.9642 -0.4346

The calculation puts the HOMO-LUMO gap (spin up / spin down) at 7.86 / 7.86 eV. The value obtained for the molecular weight is 113.14 g/mol. The calculation puts the HOMO energy (spin up / spin down) at -9.5 / -9.5 eV. The value obtained for the LUMO energy (spin up / spin down) is -1.6 / -1.7 eV.

=====

# 5
2 unconnected molecules or ions with the total composition C8H12N3O3S at a distorted geometry, computed with wB97M-V/def2-TZVPD.

Positions of all 27 atoms, in Å:
C -4.0477 -0.9139 0.3275
C -2.6897 -0.9527 0.3365
C -4.6507 0.3696 0.3249
C -2.6434 1.5097 -0.0234
C 0.2905 -0.7900 1.0150
C 1.7271 1.0904 1.1549
C -0.5416 0.2162 0.2637
C 3.0247 1.5512 0.6255
N -4.0011 1.4435 0.1235
N -1.9344 0.2178 0.1336
N -0.1045 -0.3197 -1.8047
O -1.9002 2.4446 -0.2906
O 1.5715 -0.2723 1.1891
O 3.0915 1.3697 -0.7750
S 0.2862 1.6657 0.1942
H -4.6602 -1.8260 0.2754
H -2.1348 -1.8701 0.2772
H -5.6851 0.4227 0.4521
H -0.1621 -0.9838 1.9726
H 0.7081 -1.5723 0.3561
H 1.6631 1.5448 2.0965
H 3.9010 1.0230 1.1145
H 3.1835 2.5964 0.7258
H -0.4910 0.4504 -2.2120
H -0.3702 -1.1080 -2.4289
H 0.9209 -0.2738 -1.9737
H 3.6423 2.1446 -1.1007

The calculation puts the HOMO-LUMO gap at 8.69 eV. The value obtained for the molecular weight is 230.27 g/mol. The calculation puts the HOMO energy at -13.5 eV. Its net charge is +1. The value obtained for the LUMO energy is -4.8 eV.

=====

# 6
C2H4N4S in the gas phase at a distorted geometry, computed with wB97M-V/def2-TZVPD.

Positions of all 11 atoms, in Å:
C 0.3064 -0.8205 0.1393
C 0.1216 0.6192 -0.2681
N 1.7530 -0.9998 0.0937
N 1.1747 1.4598 0.3535
N 2.5649 -0.0724 -0.1541
N 1.4061 2.5873 0.3921
S 4.1273 0.0419 -0.1834
H -0.0659 -1.2133 1.0633
H -0.1676 -1.6261 -0.5940
H 0.3649 0.6920 -1.2833
H -0.8836 1.0585 0.1393

The calculation puts the HOMO-LUMO gap (spin up / spin down) at 6.49 / 7.86 eV. The value obtained for the molecular weight is 116.15 g/mol. The calculation puts the HOMO energy (spin up / spin down) at -7.5 / -7.9 eV. The value obtained for the LUMO energy (spin up / spin down) is -1.0 / -0.1 eV.

=====

# 7
2 unconnected molecules or ions with the total composition C2H10N2O at a distorted geometry, computed with wB97M-V/def2-TZVPD.

Positions of all 15 atoms, in Å:
N -0.7131 1.3991 1.9206
C 0.4366 0.8209 1.3091
C 0.3480 0.8212 -0.3572
N -0.2986 -0.3265 -0.9789
H -1.5588 1.3742 1.3901
H -0.5325 2.3261 2.1493
H 0.5463 -0.1421 1.6789
H 1.3237 1.2321 1.5658
H 0.1110 1.7758 -0.8139
H 1.4147 0.6589 -0.5749
H -0.6894 -1.0051 -0.3106
H -1.2351 -0.1416 -1.5044
O 0.4770 -3.1474 -1.5864
H -0.0228 -3.3810 -2.3730
H 0.3931 -2.2645 -1.5145

The calculation puts the HOMO-LUMO gap at 9.73 eV. The value obtained for the molecular weight is 78.12 g/mol. The calculation puts the HOMO energy at -8.8 eV. As for the SMILES: NCCN.O. The value obtained for the LUMO energy is 0.9 eV.

=====

# 8
2 unconnected molecules or ions with the total composition C4H7NO2 at a distorted geometry, computed with wB97M-V/def2-TZVPD.

Positions of all 14 atoms, in Å:
C 1.1222 0.3234 -0.2570
C 0.2025 -0.5595 -0.0303
C 1.0021 1.8504 -0.1536
C -0.0660 -2.0116 0.2821
N -2.1614 0.1208 -0.0288
O -2.8523 -0.7995 -0.4245
O -2.4288 1.1542 0.4436
H 2.0594 -0.0067 -0.5551
H 1.6942 2.2771 0.7445
H -0.0045 2.0646 -0.1336
H 1.4344 2.3827 -1.0726
H 0.0583 -2.0216 1.4340
H 0.9588 -2.3742 -0.1535
H -1.0189 -2.4002 -0.0950

The calculation puts the HOMO-LUMO gap (spin up / spin down) at 8.93 / 7.35 eV. The value obtained for the molecular weight is 101.10 g/mol. The calculation puts the HOMO energy (spin up / spin down) at -9.1 / -8.2 eV. The value obtained for the LUMO energy (spin up / spin down) is -0.2 / -0.8 eV.